ORCA calculation (ωB97M-V with the def2-TZVPD basis set) on a cluster of 2 separate species, C2H6O2 in total.

Structure (XYZ):
```
10
Properties=species:S:1:pos:R:3:forces:R:3:nbo_charge:R:1
C 2.2308 0.8041 -0.1886 0.196 0.417 0.279 0.276
O 2.7800 -0.1941 0.1895 -0.227 -0.107 -0.190 -0.501
H 2.6067 1.7984 0.1304 -0.047 -0.045 -0.081 0.096
H 1.3369 0.8241 -0.8349 0.015 -0.282 -0.009 0.128
C -1.3814 -0.7128 0.4254 0.026 -0.054 -0.157 -0.251
O -1.2857 0.2029 -0.6655 -0.346 -0.040 -0.215 -0.737
H -0.4831 -1.3308 0.4467 0.013 0.038 0.019 0.181
H -2.2431 -1.3719 0.3168 -0.012 -0.013 0.064 0.168
H -1.4623 -0.1726 1.3693 -0.029 0.024 0.012 0.169
H -2.0988 0.1526 -1.1889 0.412 0.063 0.277 0.472
```
Forces are in eV/Å.

**Orbital gap**: 0.39643 Ha
**Charge**: 0
**SMILES string**: C=O.CO


ORCA calculation (ωB97M-V with the def2-TZVPD basis set) on a cluster of 2 separate species, C3H7ClOS in total in a non-equilibrium geometry.

Structure (XYZ):
```
13
Properties=species:S:1:pos:R:3:forces:R:3:nbo_charge:R:1
C -0.3375 -1.5215 0.3220 0.095 -0.003 0.058 -0.606
C 0.0547 -0.2434 1.0607 0.144 -0.227 -0.077 -0.519
C -0.0626 0.9896 0.2425 0.971 -0.086 -1.455 0.468
O 0.7833 1.9762 0.4802 -0.348 -0.523 0.339 -0.626
S 1.1105 0.0255 -2.3000 -0.003 0.390 1.147 -0.563
Cl -1.5786 1.3828 -0.4440 -0.165 0.165 0.125 0.058
H -1.3889 -1.5142 0.0498 -0.108 -0.016 -0.031 0.212
H -0.1446 -2.3829 0.9558 -0.075 -0.040 0.148 0.215
H 0.2550 -1.6089 -0.5846 -0.076 -0.032 -0.007 0.258
H 1.0896 -0.3064 1.3989 -0.035 0.102 0.019 0.246
H -0.5912 -0.1372 1.9422 0.067 0.212 -0.010 0.241
H 0.6543 2.7358 -0.1040 -0.152 -0.091 -0.142 0.514
H 0.1560 0.6048 -3.0195 -0.314 0.151 -0.114 0.103
```
Forces are in eV/Å.

**Orbital gap (alpha / beta)**: 0.27704 / 0.23285 Ha
**Charge**: 0


ORCA calculation (ωB97M-V with the def2-TZVPD basis set) on a structure of composition C49H43BN9NaO6P2S in a non-equilibrium geometry.

Structure (XYZ):
```
112
Properties=species:S:1:pos:R:3:forces:R:3:nbo_charge:R:1
Na 0.3375 0.4962 -0.5196 0.130 -0.683 0.990 0.919
O 0.4148 2.0990 -1.7944 0.081 0.470 -0.796 -0.859
C 1.4797 2.6607 -2.2308 0.041 0.169 -0.152 0.414
C 2.0276 3.8012 -1.5657 -0.026 -0.083 0.109 -0.253
C 3.2422 4.3486 -1.8952 0.021 0.016 0.009 -0.209
C 4.0042 3.8254 -2.9401 0.197 0.024 -0.068 -0.326
C 3.4713 2.7882 -3.6783 -0.087 0.106 -0.033 -0.176
C 2.2228 2.2283 -3.3896 -0.013 0.180 0.452 -0.243
C 1.7063 1.2461 -4.3295 -0.102 -0.188 -0.146 0.382
N 0.4856 1.1519 -4.8149 -0.123 0.164 0.117 -0.479
C 0.5304 0.1895 -5.7839 0.021 -0.090 -0.183 -0.112
C 1.7902 -0.3181 -5.9020 -0.092 -0.171 -0.151 -0.145
N 2.5328 0.3637 -4.9727 -0.020 -0.005 0.152 -0.528
H 1.4670 4.1993 -0.7298 -0.008 -0.067 -0.026 0.198
H 3.6162 5.1985 -1.3344 -0.012 -0.028 0.053 0.198
H 4.9765 4.2362 -3.1825 -0.030 0.021 -0.031 0.191
H 4.0093 2.4398 -4.5562 -0.005 -0.018 0.022 0.181
H -0.3403 -0.0414 -6.3784 -0.013 -0.117 0.041 0.191
H 2.2126 -1.0688 -6.5480 -0.006 -0.025 0.037 0.202
H 3.4837 0.1758 -4.7127 0.002 0.040 0.039 0.413
O -1.6114 -1.2705 -0.0422 -0.056 0.448 -0.200 -1.087
P -1.7719 -2.7289 -0.1279 -0.040 -0.977 0.187 1.966
C -0.6586 -3.4693 -1.3763 -0.330 0.564 0.152 -1.181
P -0.2211 -2.1497 -2.6080 -0.535 -0.921 -0.127 1.970
O 0.8029 -1.2573 -2.0383 0.194 0.341 -0.114 -1.094
C 0.3755 -3.2150 -3.9679 0.063 0.175 0.181 -0.327
C 1.6293 -3.7859 -3.7582 0.061 0.144 0.011 -0.139
C 2.1660 -4.6595 -4.6894 0.020 -0.077 -0.028 -0.240
C 1.4476 -4.9762 -5.8351 -0.035 0.036 0.001 -0.214
C 0.1953 -4.4152 -6.0442 0.049 -0.071 -0.041 -0.209
C -0.3420 -3.5382 -5.1129 -0.022 0.111 -0.028 -0.226
C -1.7897 -1.4237 -3.1327 0.173 -0.055 -0.001 -0.462
C -2.8504 -2.2516 -3.4952 -0.005 -0.004 -0.067 -0.147
C -4.0750 -1.7039 -3.8382 -0.064 -0.091 0.045 -0.245
C -4.2443 -0.3273 -3.8051 0.032 0.023 0.051 -0.204
C -3.1861 0.4972 -3.4466 -0.090 0.088 -0.050 -0.197
C -1.9529 -0.0413 -3.1118 0.195 -0.052 0.020 -0.150
C -1.5201 -3.6476 1.4110 -0.035 0.190 -0.071 -0.450
C -1.3311 -5.0271 1.4300 0.097 0.048 -0.015 -0.195
C -1.3208 -5.7046 2.6372 0.016 -0.061 -0.017 -0.228
C -1.5124 -5.0063 3.8243 -0.001 0.023 0.002 -0.206
C -1.6934 -3.6325 3.8060 -0.051 -0.079 0.048 -0.200
C -1.6941 -2.9484 2.5994 -0.056 0.072 -0.097 -0.086
C -3.5072 -3.1881 -0.4555 0.092 0.165 -0.045 -0.337
C -3.9560 -4.4693 -0.7563 0.084 0.036 -0.083 -0.161
C -5.3125 -4.7131 -0.8994 -0.042 -0.078 -0.030 -0.242
C -6.2286 -3.6839 -0.7232 0.013 0.027 0.004 -0.215
C -5.7855 -2.4117 -0.3911 -0.106 -0.038 -0.033 -0.199
C -4.4289 -2.1654 -0.2548 0.102 0.069 -0.088 -0.213
H -1.0364 -4.3895 -1.8210 -0.027 0.028 -0.065 0.258
H 0.2868 -3.6633 -0.8605 0.029 -0.080 -0.034 0.296
H 2.1856 -3.5027 -2.8705 0.052 -0.054 -0.021 0.229
H 3.1412 -5.1009 -4.5254 0.011 0.047 0.016 0.211
H 1.8672 -5.6525 -6.5696 -0.006 -0.014 0.012 0.206
H -0.3624 -4.6620 -6.9394 -0.007 0.034 0.001 0.207
H -1.3110 -3.0895 -5.2911 0.066 0.005 -0.038 0.227
H -2.7228 -3.3280 -3.5149 -0.049 -0.025 0.078 0.197
H -4.9015 -2.3529 -4.1010 0.002 0.002 -0.013 0.206
H -5.2108 0.0976 -4.0486 0.028 0.036 -0.022 0.205
H -3.3188 1.5714 -3.4300 0.046 -0.005 0.018 0.223
H -1.1181 0.6057 -2.8538 -0.004 0.083 -0.010 0.297
H -1.1822 -5.5669 0.5010 0.014 -0.052 0.027 0.200
H -1.1643 -6.7763 2.6573 0.006 0.005 -0.006 0.204
H -1.5064 -5.5411 4.7660 0.005 0.019 0.009 0.206
H -1.8216 -3.0878 4.7320 0.041 0.025 -0.013 0.220
H -1.8111 -1.8706 2.5621 0.020 0.002 0.048 0.249
H -3.2467 -5.2805 -0.8782 -0.020 -0.021 -0.019 0.199
H -5.6619 -5.7096 -1.1416 0.023 0.002 -0.007 0.206
H -7.2878 -3.8784 -0.8395 0.003 0.000 0.012 0.206
H -6.4993 -1.6106 -0.2446 0.020 0.007 0.010 0.212
H -4.0551 -1.1801 -0.0015 -0.036 0.018 -0.035 0.254
B 1.1804 -1.0140 3.1200 0.017 -0.074 0.103 0.210
N 2.0768 -1.1609 1.8689 -0.059 -0.295 -0.138 -0.301
C 2.6267 -2.3130 1.4431 0.061 -0.038 -0.157 -0.059
C 3.4990 -2.0204 0.4090 -0.003 -0.020 0.026 -0.381
C 3.4022 -0.6262 0.2761 0.030 -0.137 0.083 -0.082
N 2.5489 -0.1273 1.1645 0.018 0.371 -0.150 -0.290
N 0.1398 0.1241 2.9646 0.030 0.203 0.125 -0.303
C -0.3886 0.8180 3.9882 -0.139 0.097 0.010 -0.044
C -1.4325 1.5844 3.5021 -0.058 -0.023 0.039 -0.376
C -1.4537 1.2873 2.1330 0.048 -0.130 0.109 -0.082
N -0.5043 0.4090 1.8261 0.051 0.041 -0.086 -0.320
H 0.6015 -2.0736 3.2592 0.174 -0.038 0.031 -0.086
H 1.8610 -0.7643 4.0923 -0.018 0.079 0.102 -0.067
H 2.3827 -3.2573 1.9040 -0.078 0.050 0.053 0.203
H 4.1142 -2.7087 -0.1476 -0.013 0.001 -0.019 0.200
H 3.9192 0.0333 -0.4047 -0.073 0.018 -0.036 0.203
H 0.0058 0.7324 4.9874 0.061 -0.051 -0.035 0.213
H -2.0677 2.2595 4.0509 0.041 0.029 0.007 0.210
H -2.1097 1.6619 1.3608 0.042 0.045 -0.015 0.194
O 3.2797 7.3063 9.1122 0.030 0.040 -0.126 -1.016
S 3.8608 7.4700 7.7863 0.120 -0.003 0.056 2.385
O 4.8089 6.4370 7.4147 -0.132 0.087 -0.017 -1.003
O 4.2833 8.8276 7.4689 -0.040 -0.123 0.045 -1.015
C 2.4161 7.2397 6.6880 0.084 0.052 0.057 0.149
N 1.4094 8.0847 6.9069 -0.131 0.121 0.055 -0.431
C 0.3258 7.9127 6.1673 0.067 -0.066 0.002 0.066
C 0.2248 6.9219 5.2060 0.075 -0.068 -0.049 -0.322
C 1.3527 6.1283 5.0087 -0.157 0.272 0.188 0.224
N 2.4399 6.2909 5.7636 0.094 -0.202 -0.068 -0.434
C 1.3759 5.0712 3.9711 0.045 -0.159 -0.153 -0.043
C 0.6139 5.1806 2.8096 -0.014 -0.047 0.094 -0.253
C 0.6452 4.1438 1.8904 -0.007 0.012 0.087 0.038
N 1.3758 3.0483 2.0502 0.002 -0.031 -0.187 -0.401
C 2.1160 2.9508 3.1487 0.002 -0.018 0.007 0.044
C 2.1560 3.9307 4.1323 -0.034 0.127 0.003 -0.224
H -0.4971 8.5969 6.3568 -0.036 -0.034 -0.014 0.176
H -0.6878 6.7572 4.6510 0.005 0.052 -0.028 0.212
H 0.0183 6.0636 2.6158 -0.016 -0.008 -0.010 0.204
H 0.0530 4.1834 0.9805 -0.011 0.062 0.026 0.191
H 2.6933 2.0357 3.2357 0.017 0.024 0.034 0.210
H 2.7793 3.8371 5.0113 0.007 -0.049 -0.005 0.242
```
Forces are in eV/Å.

**Orbital gap**: 0.20449 Ha
**Charge**: -2


ORCA calculation (ωB97M-V with the def2-TZVPD basis set) on a cluster of 2 separate species, CH2ClN2O2 in total in a non-equilibrium geometry.

Structure (XYZ):
```
8
Properties=species:S:1:pos:R:3:forces:R:3:nbo_charge:R:1
C 0.0014 -0.5582 0.1867 -2.062 -0.291 -1.657 0.022
N 0.8659 0.1820 0.7632 -0.067 -1.791 2.018 -0.360
N 0.8833 1.5512 0.4226 -0.369 0.723 -0.839 0.607
O 0.3951 1.7891 -0.6641 0.593 1.478 0.367 -0.371
O 1.3617 2.3428 1.2464 -0.886 -1.700 -1.638 -0.364
Cl -2.5166 -3.3955 -1.7364 0.161 0.177 0.146 -0.995
H -0.3150 -1.5987 0.5020 1.432 1.053 0.048 0.240
H -0.6758 -0.3127 -0.7206 1.198 0.351 1.555 0.222
```
Forces are in eV/Å.

**Orbital gap**: 0.20889 Ha
**Charge**: -1


ORCA calculation (ωB97M-V with the def2-TZVPD basis set) on a cluster of 2 separate species, C3H8O3S in total in a non-equilibrium geometry.

Structure (XYZ):
```
15
Properties=species:S:1:pos:R:3:forces:R:3:nbo_charge:R:1
O -2.6236 -1.0290 -1.2016 0.043 0.891 -0.032 -0.539
C -2.0639 -0.1470 -0.6198 0.861 -0.602 0.238 0.636
O -1.6369 -0.3151 0.6471 -0.373 -0.800 -0.557 -0.509
C -0.9640 0.7314 1.2970 0.209 0.213 1.330 -0.090
C 0.5835 0.6062 1.2360 -0.783 0.166 0.743 -0.564
S 1.2337 1.1484 -0.3480 0.000 -0.160 -0.408 -0.006
H -1.6662 0.8236 -0.9766 -0.765 -0.040 -0.562 0.102
H -1.3413 0.5772 2.3262 0.606 0.495 -0.213 0.207
H -1.3156 1.7237 0.9548 0.320 -0.406 -0.012 0.189
H 0.9875 1.3141 1.9850 -0.107 -0.351 -0.372 0.237
H 0.9335 -0.4080 1.5083 -0.321 0.507 -0.217 0.238
H 0.4867 0.2992 -1.0850 0.278 0.152 0.052 0.099
O 2.5541 -2.0947 -1.6838 -0.284 0.914 -0.696 -0.937
H 3.1600 -1.5575 -2.2428 -0.691 -0.529 0.614 0.471
H 1.6725 -1.6723 -1.7967 1.007 -0.451 0.091 0.466
```
Forces are in eV/Å.

**Orbital gap**: 0.37335 Ha
**Charge**: 0
**SMILES string**: O=COCCS.O


Number 1: calculated total energy -6264.8123 eV. Number 2: calculated total energy -28627.4795 eV. Number 3: calculated total energy -111720.2035 eV. Number 4: calculated total energy -20664.6612 eV. Number 5: calculated total energy -20217.7893 eV.